1.
The following is a DFT calculation (the ωB97M-V functional and the def2-TZVPD basis) of 2 unconnected molecules or ions with the total composition C3H8N2O2 at a distorted geometry.

The geometry in XYZ format:
```
15
Properties=species:S:1:pos:R:3:nbo_charge:R:1
H 0.8133 0.6459 0.4446 0.28
N 2.0474 0.6579 0.2341 -0.26
N 2.7215 -0.2589 0.5386 0.14
O 2.4522 -0.8808 1.7910 -0.59
H 2.9879 -1.6867 1.7719 0.48
C -1.1908 -0.9709 0.1458 -0.70
C -0.4385 0.1053 -0.6309 0.47
C -1.2562 1.3627 -0.8921 -0.71
O 0.3917 -0.2595 -1.4989 -0.50
H -0.5642 -1.8525 0.2682 0.24
H -2.0821 -1.2677 -0.4075 0.24
H -1.4959 -0.5906 1.1225 0.22
H -1.5861 1.8026 0.0503 0.22
H -0.6635 2.0822 -1.4524 0.24
H -2.1366 1.1111 -1.4852 0.24
```

Properties
Molar mass   104.109 g/mol
Multiplicity   1
Charge   0
ΔE to the lowest compared entry with this formula, charge and spin   537.6 kJ/mol
Orbital gap   9.0 eV
Total energy   -378.9362 a.u.

2.
The following is a DFT calculation (the ωB97M-V functional and the def2-TZVPD basis) of a gas-phase ion, C3H8N2OS (charge -1) at a distorted geometry.

The geometry in XYZ format:
```
15
Properties=species:S:1:pos:R:3:nbo_charge:R:1
C 0.4484 0.0712 0.5657 -0.31
C 1.2753 0.6493 -0.6912 -0.50
S 2.7969 -0.5798 -0.6003 -0.75
N -0.7963 0.7666 0.2966 -0.67
C -2.1215 0.1582 0.3219 0.78
N -2.0565 -1.1896 0.5605 -0.90
O -3.1451 0.8318 0.1255 -0.67
H 0.4950 -0.9309 0.5048 0.21
H 0.9702 0.3990 1.5049 0.19
H 1.7197 1.5884 -0.4757 0.20
H 0.7082 0.5732 -1.6104 0.21
H 3.9296 0.0969 -0.1907 -0.03
H -0.8202 1.7755 0.2828 0.40
H -2.8879 -1.7479 0.1529 0.42
H -1.3472 -1.4424 1.2544 0.41
```

Properties
Molar mass   120.177 g/mol
<S²>   0.75
Multiplicity   2
Charge   -1
ΔE to the lowest compared entry with this formula, charge and spin   120.6 kJ/mol
Orbital gap (spin up / spin down)   2.2 / 8.1 eV
Total energy   -701.9807 a.u.